1.
ORCA calculation (the ωB97M-V functional and the def2-TZVPD basis) on one molecule with the formula C4H11NS at a distorted geometry.

Energy relative to the best compared isomer or geometry (same formula, charge and spin) = 162.6 kcal/mol
HOMO-LUMO gap = 7.279 eV
SMILES = CC=[SH](N)=CC
Multiplicity = 1

Each line ends with the Mulliken charge.
Atoms and positions in Å:
C 0.4691 1.0107 1.4556  -0.336
C 0.9467 -1.2577 -0.0930  -0.354
C -0.7888 1.5991 2.0095  -1.132
C 0.8290 -2.1243 -1.3021  -0.897
N -0.6289 0.6126 -1.5919  -0.454
S -0.0398 0.0748 -0.0733  0.333
H 1.1702 1.8599 1.3748  0.236
H 1.8485 -1.0686 0.5487  0.367
H -0.5300 1.8918 2.9894  0.331
H -1.6364 0.9260 2.0236  0.346
H -1.3987 2.4797 1.6250  0.282
H 0.2811 -3.0477 -1.0220  0.236
H 1.8067 -2.4788 -1.8167  0.283
H 0.4084 -1.6653 -2.2332  0.276
H -1.4894 0.4169 -1.8871  0.198
H 0.0369 1.0328 -2.3303  0.232
H -1.2845 -0.2621 0.3231  0.055



2.
ORCA calculation (the ωB97M-V functional and the def2-TZVPD basis) on C5H11AsCl8F6O5PY as an isolated structure at a distorted geometry.

HOMO-LUMO gap = 3.774 eV
Total charge = -2
Multiplicity = 1

Each line ends with the Mulliken charge.
Atoms and positions in Å:
Y -0.8802 -4.0067 2.6114  0.852
C -0.5697 -7.7795 -1.6639  -0.465
O -1.0082 -7.8125 -0.3083  -0.878
H -1.3699 -7.9323 -2.3881  0.139
H -0.0578 -6.8359 -1.8525  0.136
H 0.1922 -8.5584 -1.6931  0.137
P -4.5851 -3.5901 5.0171  0.708
O -3.1564 -3.1150 5.3192  -0.628
O -5.3568 -4.7207 5.7266  -0.414
O -3.8687 -4.9121 4.8131  -0.198
O -4.5707 -3.9848 3.5203  -0.397
As 0.4315 -0.0368 -1.1416  1.987
F -0.4702 0.6637 -2.4817  -0.473
F -0.8293 -1.3863 -0.9355  -0.529
F 1.1993 -0.7608 0.3185  -0.498
F 1.8170 1.0902 -1.2875  -0.504
F -0.3911 0.9942 0.0580  -0.489
F 1.2713 -1.2127 -2.2035  -0.487
C -5.0834 5.8504 1.3682  -0.222
Cl -5.8916 5.9929 -0.2020  -0.132
Cl -4.2800 7.4025 1.9278  -0.173
H -5.7204 5.5209 2.1891  0.273
H -4.2768 5.1244 1.2664  0.255
C 0.4833 4.3998 5.4912  -0.223
Cl 0.8183 5.5158 6.8739  -0.169
Cl 1.4180 2.9002 5.6300  -0.133
H -0.5896 4.2076 5.4852  0.281
H 0.9730 4.7490 4.5821  0.244
C 3.9869 7.2716 -2.2233  -0.243
Cl 5.2477 7.6082 -3.4803  -0.156
Cl 3.4646 8.7081 -1.2399  -0.151
H 3.1008 6.9698 -2.7818  0.249
H 4.3007 6.4019 -1.6462  0.301
C 4.8308 -4.8293 -6.8203  -0.226
Cl 4.2245 -6.5170 -6.9701  -0.152
Cl 5.9658 -4.4876 -8.1287  -0.152
H 4.0127 -4.1203 -6.9473  0.257
H 5.2176 -4.7725 -5.8028  0.273



3.
ORCA calculation (the ωB97M-V functional and the def2-TZVPD basis) on C17H25F5NO3P2Ru as an isolated structure at a distorted geometry.

HOMO-LUMO gap (alpha / beta) = 4.149 / 4.449 eV
Multiplicity = 6
⟨S²⟩ = 8.819

Each line ends with the Mulliken charge.
Atoms and positions in Å:
C -0.7679 0.8403 -4.2798  -1.033
C -0.9228 0.4098 -2.9299  1.371
N 0.1404 0.7601 -2.0718  0.219
C 0.8835 1.8659 -2.3464  0.357
C 0.8088 2.5033 -3.5798  -0.501
C 0.0422 1.9274 -4.5986  -0.757
C -1.8916 -0.4269 -2.4677  -2.020
P -2.0067 -0.6116 -0.6658  1.756
Ru 0.1416 -0.1549 -0.1937  -1.236
P 1.8899 1.1929 0.1495  1.519
C 1.7175 2.4461 -1.2080  -1.325
O -0.6402 -3.4029 -3.2599  -0.799
O 0.7760 -3.4609 -0.7051  -0.584
H -1.4093 0.3022 -4.9996  0.356
H 1.4354 3.3809 -3.6961  0.430
H 0.0240 2.3697 -5.5992  0.356
C -3.4620 0.4234 -0.4127  -1.467
C -2.5002 -2.2656 -0.0783  -1.324
H 2.7084 2.7631 -1.5597  0.501
H 1.1824 3.3093 -0.7829  0.457
H -1.1736 -2.5745 -3.0720  0.342
H -2.5654 -0.8872 -3.1741  0.516
C 2.1499 2.1135 1.6676  -1.446
C 3.4678 0.4053 -0.2563  -1.538
H 0.6852 -1.5548 -0.2684  0.530
H 0.3738 -4.1269 -0.1211  0.302
H 0.2032 -3.6532 -1.4622  0.329
H 0.1680 -3.1731 -3.7874  0.331
H -1.0986 0.7744 0.3193  0.126
H 1.5249 -1.0269 0.1090  -0.243
H -4.2383 -0.0136 -1.0583  0.446
H -3.7437 0.4384 0.6494  0.396
H -3.1945 1.4202 -0.7902  0.397
H -3.3785 -2.5779 -0.6547  0.476
H -1.7060 -3.0205 -0.2082  0.117
H -2.7614 -2.1993 0.9873  0.340
H 4.2484 1.1718 -0.3083  0.464
H 3.6869 -0.3357 0.5183  0.417
H 3.3569 -0.1130 -1.2128  0.368
H 3.0783 2.6881 1.5775  0.455
H 1.3099 2.7886 1.8581  0.362
H 2.2326 1.4201 2.5103  0.317
F 0.0531 0.2761 7.2184  -0.277
C -0.0313 -0.0853 5.9283  0.594
C -0.3977 0.8534 4.9590  0.118
F -0.6635 2.1222 5.3347  -0.298
C -0.4947 0.4808 3.6397  0.387
F -0.9264 1.4002 2.7378  -0.317
C -0.1888 -0.8442 3.1977  -0.136
O -0.2148 -1.2187 1.9803  -0.067
C 0.1595 -1.7764 4.2332  0.293
F 0.4189 -3.0515 3.8751  -0.282
C 0.2397 -1.4043 5.5517  0.191
F 0.5739 -2.3178 6.4892  -0.281



4.
ORCA calculation (the ωB97M-V functional and the def2-TZVPD basis) on a 2-piece molecular cluster, CH5N3O3S overall at a distorted geometry.

Energy relative to the best compared isomer or geometry (same formula, charge and spin) = 86.5 kcal/mol
HOMO-LUMO gap = 9.582 eV
Multiplicity = 1

Each line ends with the Mulliken charge.
Atoms and positions in Å:
C -1.8042 0.6393 1.4936  0.421
N -3.0232 0.4436 1.4724  -0.557
N -0.7791 1.2753 1.3100  -0.175
N 0.5933 -1.1758 -0.1766  -0.592
O 2.5497 -0.6266 -1.6845  -0.442
O 0.4764 0.4231 -2.1362  -0.492
O 0.5417 1.0907 1.1575  -0.334
S 0.9948 -1.1064 -1.6924  0.605
H -3.2850 0.1073 2.3897  0.254
H 2.6558 0.3018 -1.6116  0.335
H -0.3453 0.5518 -1.5771  0.370
H 0.6136 -2.1016 0.2452  0.191
H 0.8114 0.1776 0.8102  0.416



5.
ORCA calculation (the ωB97M-V functional and the def2-TZVPD basis) on a 7-piece molecular cluster, C18H46BClN6O7P overall at a distorted geometry.

Energy relative to the best compared isomer or geometry (same formula, charge and spin) = 41.5 kcal/mol
HOMO-LUMO gap = 5.335 eV
Total charge = -1
Multiplicity = 1

Each line ends with the Mulliken charge.
Atoms and positions in Å:
O -0.5823 -5.7259 -2.5529  -0.762
P 0.8867 -5.1493 -2.2231  0.404
B 1.0651 -4.9493 -0.3274  0.611
Cl 2.5026 -5.8834 0.4215  -0.438
H 0.8972 -3.8119 -2.8241  -0.148
H 1.9447 -5.8855 -2.8659  -0.055
H 0.0715 -5.3213 0.2280  -0.216
H 1.2239 -3.8012 -0.0826  -0.201
C -1.0055 -3.2296 1.9584  0.048
O 0.0977 -3.3443 1.4401  -0.756
N -1.4571 -2.1193 2.6402  0.280
C -2.7798 -2.0605 3.2269  -0.770
C -0.5813 -0.9738 2.7747  -1.181
H -1.7495 -4.0418 1.9153  0.240
H -3.3287 -1.2265 2.7799  0.285
H -2.6824 -1.8997 4.3045  0.241
H -3.3311 -2.9882 3.0510  0.294
H -0.3127 -0.6120 1.7777  0.412
H 0.3305 -1.2819 3.2949  0.256
H -1.0736 -0.1750 3.3361  0.398
C 0.6789 -0.3869 6.2553  0.025
O -0.4053 -0.4029 5.6868  -0.532
N 1.6870 0.5263 6.0290  0.190
C 2.9451 0.4784 6.7445  -0.815
C 1.4825 1.5681 5.0440  -0.891
H 0.9381 -1.1346 7.0226  0.277
H 3.0787 1.4176 7.2893  0.296
H 3.7582 0.3541 6.0234  0.292
H 2.9643 -0.3535 7.4538  0.307
H 0.6112 2.1640 5.3317  0.331
H 1.2873 1.1055 4.0719  0.201
H 2.3630 2.2128 4.9750  0.336
C 0.6466 -0.1242 -4.0755  0.110
O 1.5643 -0.3086 -3.2864  -0.585
N 0.4220 -0.8519 -5.2251  0.201
C -0.6895 -0.5714 -6.1100  -0.920
C 1.3263 -1.9324 -5.5598  -0.632
H -0.0988 0.6721 -3.9163  0.264
H -1.3208 -1.4621 -6.1788  0.325
H -0.2991 -0.3213 -7.1007  0.387
H -1.2882 0.2648 -5.7387  0.237
H 1.3215 -2.6654 -4.7476  0.027
H 2.3383 -1.5301 -5.6649  0.303
H 1.0231 -2.4149 -6.4931  0.333
C -5.6523 0.4773 2.8681  0.078
O -4.8503 -0.1229 3.5719  -0.560
N -5.4670 1.7381 2.3411  0.138
C -6.4665 2.3825 1.5149  -0.933
C -4.2330 2.4420 2.6223  -0.880
H -6.6229 0.0330 2.5931  0.294
H -6.0305 2.5983 0.5351  0.340
H -6.7729 3.3171 1.9937  0.333
H -7.3432 1.7422 1.3843  0.285
H -3.3920 1.8475 2.2533  0.251
H -4.1307 2.5627 3.7049  0.297
H -4.2297 3.4235 2.1403  0.364
C -2.8636 0.3497 -9.2073  0.076
O -2.0616 -0.2505 -8.5034  -0.513
N -2.6784 1.6105 -9.7342  0.114
C -3.6779 2.2549 -10.5604  -0.912
C -1.4444 2.3144 -9.4530  -0.900
H -3.8342 -0.0946 -9.4823  0.252
H -3.2419 2.4707 -11.5402  0.330
H -3.9842 3.1895 -10.0816  0.331
H -4.5545 1.6146 -10.6911  0.289
H -0.6033 1.7199 -9.8221  0.283
H -1.3420 2.4352 -8.3705  0.274
H -1.4410 3.2959 -9.9350  0.367
C 5.8892 0.8496 4.5696  0.106
O 5.5346 -0.0419 5.3300  -0.660
N 6.6267 1.9588 4.9265  0.143
C 7.0080 2.9727 3.9653  -0.942
C 7.0342 2.1163 6.3072  -0.900
H 5.6327 0.8285 3.4977  0.348
H 8.0994 3.0400 3.9357  0.340
H 6.5898 3.9334 4.2793  0.341
H 6.6364 2.7290 2.9663  0.295
H 7.6448 1.2565 6.5985  0.306
H 6.1425 2.1456 6.9405  0.239
H 7.6090 3.0373 6.4378  0.377



Q: multiplicity of number 2 (C5H11AsCl8F6O5PY)?
A: 1